Record 1
Molecular formula: C3H7NO
Method: DFT, ωB97M-V/def2-TZVPD

Computed properties:
HOMO = -9.1 eV
relative energy (zero: lowest compared OMol25 entry of this formula, charge and spin) = 168.5 kJ/mol
electronic energy = -6761.004 eV
Kohn-Sham gap = 9.944 eV
SMILES = CNC(C)=O
LUMO energy = 0.89 eV
total charge = 0

XYZ file:
```
12
Properties=species:S:1:pos:R:3:forces:R:3
C -1.7861 -0.2776 -0.2289 0.687 -0.424 -0.831
N -0.6768 0.1500 0.5874 0.492 -0.233 0.152
C 0.5032 -0.0652 -0.0174 0.392 -0.239 -0.101
C 1.7625 0.3332 0.6661 0.291 0.156 0.044
O 0.5282 -0.6464 -1.1141 0.430 0.180 0.504
H -1.0269 -0.3402 -1.2912 -3.206 0.737 1.454
H -2.7044 0.1881 0.2221 0.668 0.140 -1.601
H -1.9531 -1.3502 -0.1230 0.068 -0.210 0.339
H -0.7611 0.8057 1.3479 0.050 -0.218 -0.068
H 2.5126 0.4582 -0.1123 0.103 0.073 0.171
H 2.0735 -0.4825 1.3252 0.009 0.121 -0.049
H 1.6585 1.2472 1.2547 0.016 -0.083 -0.013
```
Forces are in eV/Å.

=====

Record 2
Molecular formula: C9H14N2O2
Method: DFT, ωB97M-V/def2-TZVPD

Computed properties:
HOMO = -9.1 eV
relative energy (zero: lowest compared OMol25 entry of this formula, charge and spin) = 896.0 kJ/mol
electronic energy = -16626.792 eV
Kohn-Sham gap = 9.137 eV
LUMO energy = 0.04 eV
total charge = 0

XYZ file:
```
27
Properties=species:S:1:pos:R:3:forces:R:3
C 0.6082 1.1350 -0.7840 1.503 6.398 -1.106
C -0.6586 0.6636 -0.2149 -5.142 2.173 3.019
C -1.1237 1.7230 0.8202 -2.868 -2.084 2.508
C 0.0779 2.4770 1.0870 5.541 3.229 0.570
C 0.8423 2.6155 -0.3355 -2.527 1.035 -0.281
C 1.2112 -0.8468 0.4932 -0.088 -1.733 0.422
C 0.3375 -1.4822 1.4538 0.436 -0.455 -1.830
C -0.8583 -1.9647 1.1089 -0.149 0.127 -1.721
C -0.6220 -1.2802 -1.1621 -0.454 -1.252 -3.195
H 1.3915 0.5723 -0.2705 0.102 4.405 -1.235
H 0.7475 1.0933 -1.8986 -0.522 0.167 0.747
H -0.6306 -0.3971 0.3091 -1.039 6.893 0.105
H -1.4890 0.5636 -0.9350 0.543 0.447 0.151
H -1.3268 1.2566 1.8525 0.161 -0.256 -1.273
H -2.1870 2.1364 0.7296 1.836 0.491 -0.823
H 0.9734 1.7537 1.5945 -2.856 1.964 -0.492
H -0.0050 3.5248 1.6676 0.190 -2.549 -1.108
H 1.9104 2.8672 -0.3406 -0.281 -0.090 0.469
H 0.3232 3.4288 -1.0129 0.744 -1.598 1.138
H 1.2388 -0.3309 -1.4254 -0.470 -1.652 -1.216
H 0.6975 -1.5783 2.4028 0.695 -0.237 2.457
H -1.4860 -2.3444 1.8166 -1.590 -1.146 1.762
H -2.3678 -1.8730 -0.4227 -0.420 -0.406 0.315
N 0.6282 -0.8235 -0.7981 3.989 -9.384 -1.267
N -1.4076 -1.8105 -0.1509 1.857 -1.611 0.425
O 2.2194 -0.1784 0.7526 -0.411 -2.395 0.307
O -1.1221 -1.1310 -2.2806 1.219 -0.482 1.149
```
Forces are in eV/Å.

=====

Record 3
Molecular formula: C8H4N4OS
Method: DFT, ωB97M-V/def2-TZVPD

Computed properties:
HOMO = -10.5 eV
electronic energy = -27196.588 eV
Kohn-Sham gap = 7.859 eV
LUMO energy = -2.68 eV
total charge = 0

XYZ file:
```
18
Properties=species:S:1:pos:R:3:forces:R:3
C 1.0952 2.2611 1.3620 -0.236 -0.132 -0.548
C 1.7408 -0.0363 1.5512 0.683 0.164 0.478
C 0.5877 -1.9837 -0.6887 1.027 -0.853 -1.771
C -0.3446 -2.2765 1.5259 -0.047 -0.319 0.952
C 0.7819 0.8777 1.1150 -0.146 0.441 -0.130
C -0.2054 0.4021 0.3925 -0.606 -3.143 0.631
C -0.8278 1.2707 -1.8553 1.592 2.544 -2.683
C -0.4751 -1.8371 0.1832 3.456 3.742 3.160
N 1.4540 3.3491 1.3879 -0.082 0.293 0.248
N 2.6191 -0.6298 1.9604 1.085 -1.114 0.452
N 1.2704 -2.1541 -1.5952 0.503 0.085 -0.007
N -0.2317 -2.6038 2.6251 -0.101 0.098 -0.499
O -2.5903 0.0633 -0.4007 -1.179 -0.660 0.277
S -1.6164 1.1316 -0.2314 0.222 0.934 -1.867
H -1.2836 1.9648 -2.6174 -0.318 0.104 1.537
H -0.8765 0.4325 -2.4973 -0.340 -2.016 0.335
H 0.2686 1.5614 -1.9806 -1.233 -0.197 1.188
H -1.3662 -1.7929 -0.2366 -4.279 0.031 -1.752
```
Forces are in eV/Å.

=====

Record 4
Molecular formula: C2H4N6O3
Method: DFT, ωB97M-V/def2-TZVPD

Computed properties:
HOMO = -8.8 eV
relative energy (zero: lowest compared OMol25 entry of this formula, charge and spin) = 124.0 kJ/mol
electronic energy = -17215.016 eV
Kohn-Sham gap = 8.209 eV
LUMO energy = -0.56 eV
total charge = 0

XYZ file:
```
15
Properties=species:S:1:pos:R:3:forces:R:3
C -0.4580 0.8160 0.3637 -0.690 -3.466 -0.608
C -1.3774 -0.4692 -0.0320 3.179 1.400 0.728
N 0.6851 0.2713 0.8964 -0.019 1.795 0.222
N -0.4274 -1.4764 -0.0230 1.289 -0.488 2.133
N 0.6106 -0.9560 0.5874 -0.331 -3.712 -0.163
N -0.7350 2.0910 0.3193 3.053 1.548 2.305
N 1.6662 -1.8135 0.9052 0.418 0.110 0.672
N -0.0787 0.3812 -1.5600 0.994 0.542 0.901
O -2.4601 -0.5987 -0.4388 -3.207 0.492 -0.575
O -0.6367 1.1948 -2.2234 -0.525 0.412 -1.288
O 0.8925 -0.2699 -1.7935 0.828 -0.065 -1.316
H -1.5434 2.3264 -0.1801 -0.981 0.948 -0.667
H 0.1016 2.7409 0.5567 -2.509 -1.225 -0.972
H 2.3134 -1.3893 1.6189 -1.278 -0.592 -1.140
H 1.4472 -2.8486 1.0033 -0.220 2.300 -0.233
```
Forces are in eV/Å.

=====

Record 5
Molecular formula: C2H5O
Method: DFT, ωB97M-V/def2-TZVPD

Computed properties:
HOMO = -1.9 eV
relative energy (zero: lowest compared OMol25 entry of this formula, charge and spin) = 52.5 kJ/mol
electronic energy = -4201.251 eV
Kohn-Sham gap = 6.635 eV
LUMO energy = 4.70 eV
total charge = -1

XYZ file:
```
8
Properties=species:S:1:pos:R:3:forces:R:3
C 0.1444 0.4073 0.4595 0.238 -0.124 0.317
O -0.3138 -0.0902 -0.6304 0.453 0.620 1.180
C 1.1991 -0.0278 1.2828 -0.750 0.713 -0.272
H -4.2438 -1.5063 -5.0434 -0.063 -0.462 -0.598
H 1.7951 -0.9062 1.0293 -0.130 0.148 0.022
H -4.1960 -1.0610 -4.4769 0.067 0.462 0.600
H -0.3693 1.3665 0.8875 0.438 -0.945 -0.547
H 1.4638 0.5510 2.1930 -0.253 -0.413 -0.702
```
Forces are in eV/Å.

=====

Record 6
Molecular formula: C5H10N3S
Method: DFT, ωB97M-V/def2-TZVPD

Computed properties:
HOMO (spin up / spin down) = -12.5 / -12.5 eV
relative energy (zero: lowest compared OMol25 entry of this formula, charge and spin) = 544.6 kJ/mol
electronic energy = -20640.221 eV
Kohn-Sham gap (spin up / spin down) = 8.593 / 8.594 eV
LUMO energy (spin up / spin down) = -3.96 / -3.96 eV
total charge = +1

XYZ file:
```
19
Properties=species:S:1:pos:R:3:forces:R:3
C 2.4687 -1.6945 -0.3992 1.286 5.868 1.867
C 0.8820 0.0390 0.4396 0.990 -2.970 -1.161
C -0.8005 -0.6843 -0.9480 -1.995 -4.223 -0.176
C -0.9008 1.6906 -0.2489 3.401 0.646 -0.346
C -1.3810 -0.1608 1.3065 -1.687 3.022 2.108
N 3.3661 -0.9006 -0.2848 -0.610 -1.539 -0.216
N 1.7384 0.9043 0.5265 -0.702 1.787 -0.065
N -0.5653 0.2374 0.1348 0.739 1.504 -0.123
S 3.3066 0.7505 0.2000 0.606 -0.381 0.294
H 2.0294 -2.5062 -0.7831 -1.182 -3.072 -0.974
H -0.6898 -0.4595 -1.9550 0.554 1.892 -1.562
H -0.1591 -1.5578 -0.8515 0.268 0.266 0.450
H -1.7869 -1.2273 -0.9353 0.361 1.284 0.542
H -0.1485 2.1262 -1.0931 -1.749 -1.468 2.082
H -1.8799 1.6267 -0.6452 -1.080 0.517 -0.024
H -0.6955 2.2637 0.7007 -0.795 -0.329 -1.231
H -1.0237 0.5564 2.1817 -0.579 -1.942 -1.557
H -2.4918 0.2265 1.1267 2.294 -1.406 0.170
H -1.2684 -1.2305 1.5275 -0.121 0.543 -0.077
```
Forces are in eV/Å.

=====

What is the total charge in the third record?
0

=====

Which formula does entry 3 have?
C8H4N4OS

=====

Repeat the first record exactly.
Molecular formula: C3H7NO
Method: DFT, ωB97M-V/def2-TZVPD

Computed properties:
HOMO = -9.1 eV
relative energy (zero: lowest compared OMol25 entry of this formula, charge and spin) = 168.5 kJ/mol
electronic energy = -6761.004 eV
Kohn-Sham gap = 9.944 eV
SMILES = CNC(C)=O
LUMO energy = 0.89 eV
total charge = 0

XYZ file:
```
12
Properties=species:S:1:pos:R:3:forces:R:3
C -1.7861 -0.2776 -0.2289 0.687 -0.424 -0.831
N -0.6768 0.1500 0.5874 0.492 -0.233 0.152
C 0.5032 -0.0652 -0.0174 0.392 -0.239 -0.101
C 1.7625 0.3332 0.6661 0.291 0.156 0.044
O 0.5282 -0.6464 -1.1141 0.430 0.180 0.504
H -1.0269 -0.3402 -1.2912 -3.206 0.737 1.454
H -2.7044 0.1881 0.2221 0.668 0.140 -1.601
H -1.9531 -1.3502 -0.1230 0.068 -0.210 0.339
H -0.7611 0.8057 1.3479 0.050 -0.218 -0.068
H 2.5126 0.4582 -0.1123 0.103 0.073 0.171
H 2.0735 -0.4825 1.3252 0.009 0.121 -0.049
H 1.6585 1.2472 1.2547 0.016 -0.083 -0.013
```
Forces are in eV/Å.